*w*
{
  "formula": "C2H6NO3",
  "method": "ωB97M-V/def2-TZVPD",
  "homo_lumo_gap_ev": 7.8,
  "e_homo_ev": -3.829,
  "total_charge": -1,
  "symbols": ["O", "C", "N", "C", "O", "H", "H", "H", "H", "H", "H", "O"],
  "positions_angstrom": [[-0.823, -0.201, -2.003], [0.086, 0.592, -1.500], [0.341, 0.403, -0.169], [1.594, 0.629, 1.397], [2.626, 1.449, 1.681], [0.028, 1.657, -1.841], [-0.281, 0.795, 0.393], [1.827, -0.436, 1.440], [0.825, 0.659, 2.153], [-2.798, -2.136, -0.469], [-1.358, -1.702, -0.905], [-2.067, -1.709, -0.178]],
  "nbo_charge": [-0.663, 0.507, -0.913, 0.194, -0.778, 0.104, 0.367, 0.107, 0.094, 0.439, 0.513, -0.971]
}



*x*
{
  "formula": "C2H6NO3",
  "method": "ωB97M-V/def2-TZVPD",
  "homo_lumo_gap_ev": 8.7,
  "e_homo_ev": -4.540,
  "total_charge": -1,
  "symbols": ["C", "N", "C", "O", "O", "H", "H", "H", "H", "H", "H", "O"],
  "positions_angstrom": [[0.849, -0.518, -1.588], [0.339, -0.152, -0.298], [-0.656, -0.973, 0.353], [-1.255, -0.389, 1.297], [-0.847, -2.093, -0.136], [0.281, -0.153, -2.455], [0.887, -1.608, -1.602], [1.888, -0.184, -1.730], [0.321, 0.827, -0.065], [-0.981, 1.214, 1.621], [-0.047, 1.923, 2.597], [-0.780, 2.106, 2.007]],
  "nbo_charge": [-0.407, -0.717, 0.880, -0.822, -0.778, 0.149, 0.226, 0.158, 0.372, 0.506, 0.447, -1.013]
}



If we sort the structures by their calculated energies, the order from most to least stable is *x*, *w*.



*w*
{
  "formula": "C5H9NS2",
  "method": "ωB97M-V/def2-TZVPD",
  "homo_lumo_gap_ev": 8.1,
  "e_homo_ev": -8.294,
  "total_charge": 0,
  "smiles": "C[C@@H]1NS[C@H](C)C1=S",
  "symbols": ["C", "C", "N", "S", "C", "C", "C", "S", "H", "H", "H", "H", "H", "H", "H", "H", "H"],
  "positions_angstrom": [[-1.910, 0.550, -1.127], [-0.415, 0.761, -1.170], [0.393, -0.281, -1.746], [0.585, -1.575, -0.609], [1.161, -0.349, 0.638], [1.292, -0.933, 2.028], [0.178, 0.747, 0.513], [-0.408, 1.723, 1.631], [-2.136, -0.440, -0.734], [-2.331, 0.638, -2.129], [-2.374, 1.298, -0.488], [-0.129, 1.728, -1.588], [-0.005, -0.658, -2.604], [2.129, 0.014, 0.264], [2.104, -1.657, 2.061], [0.367, -1.430, 2.317], [1.497, -0.136, 2.742]],
  "nbo_charge": [-0.649, -0.070, -0.775, 0.359, -0.459, -0.617, -0.060, 0.087, 0.220, 0.210, 0.233, 0.209, 0.385, 0.252, 0.220, 0.221, 0.235]
}



*x*
{
  "formula": "C5H9NS2",
  "method": "ωB97M-V/def2-TZVPD",
  "homo_lumo_gap_ev": 8.6,
  "e_homo_ev": -8.191,
  "total_charge": 0,
  "symbols": ["C", "C", "C", "C", "C", "H", "H", "H", "H", "H", "H", "H", "H", "H", "N", "S", "S"],
  "positions_angstrom": [[-0.447, 0.888, 2.087], [0.572, 1.190, 0.875], [-0.030, 0.767, -0.519], [-0.847, -1.238, -1.856], [1.067, -1.216, -0.084], [-0.428, -0.327, 2.383], [-1.383, 1.383, 1.710], [0.297, 1.624, 2.927], [0.936, 2.247, 0.863], [0.517, 1.328, -1.271], [-0.971, 0.864, -0.506], [-0.479, -2.389, -2.132], [-0.599, -0.750, -2.974], [-1.955, -0.947, -1.381], [-0.059, -0.690, -0.655], [1.714, -2.789, -0.176], [2.094, 0.054, 0.709]],
  "nbo_charge": [-0.649, -0.309, -0.228, -0.467, -0.030, 0.258, 0.222, 0.225, 0.233, 0.201, 0.181, 0.278, 0.223, 0.232, -0.460, -0.163, 0.253]
}



If we sort the structures by their calculated energies, the order from most to least stable is *w*, *x*.



*w*
{
  "formula": "C2HNO3S",
  "method": "ωB97M-V/def2-TZVPD",
  "homo_lumo_gap_ev": [8.0, 8.0],
  "e_homo_ev": [-9.586, -9.585],
  "total_charge": 0,
  "smiles": "O=c1[nH]c1=S(=O)=O",
  "symbols": ["O", "C", "N", "C", "S", "O", "O", "H"],
  "positions_angstrom": [[1.713, 2.026, 0.385], [1.272, 1.014, 0.075], [1.118, -0.220, -0.256], [-0.103, 0.341, -0.744], [-1.468, -0.321, 0.179], [-2.797, -0.094, -0.380], [-1.158, -1.612, 0.737], [1.422, -1.135, 0.004]],
  "nbo_charge": [-0.433, 0.821, -0.599, -0.332, 1.848, -0.843, -0.894, 0.433]
}



*x*
{
  "formula": "C2HNO3S",
  "method": "ωB97M-V/def2-TZVPD",
  "homo_lumo_gap_ev": 10.9,
  "e_homo_ev": -10.423,
  "total_charge": 0,
  "smiles": "O=C1NO1.O=C=S",
  "symbols": ["O", "C", "N", "O", "H", "O", "C", "S"],
  "positions_angstrom": [[-0.804, 2.334, -0.751], [-0.547, 1.174, -0.899], [-0.217, 0.178, -1.766], [-0.126, 0.112, -0.290], [-1.134, -0.183, -2.131], [2.704, -0.158, -1.246], [2.624, 0.013, -0.133], [2.588, 0.270, 1.418]],
  "nbo_charge": [-0.519, 0.853, -0.346, -0.339, 0.354, -0.441, 0.465, -0.027]
}



*y*
{
  "formula": "C2HNO3S",
  "method": "ωB97M-V/def2-TZVPD",
  "homo_lumo_gap_ev": 9.8,
  "e_homo_ev": -9.888,
  "total_charge": 0,
  "smiles": "O=c1[nH]oc(=S)o1",
  "symbols": ["O", "C", "N", "O", "C", "S", "O", "H"],
  "positions_angstrom": [[0.003, 2.364, 0.017], [-0.681, 1.391, -0.078], [-0.253, 0.040, -0.283], [-1.326, -0.772, -0.110], [-2.488, 0.170, -0.063], [-4.028, -0.300, 0.022], [-2.023, 1.368, -0.013], [0.461, -0.424, 0.265]],
  "nbo_charge": [-0.523, 0.838, -0.357, -0.336, 0.405, 0.009, -0.446, 0.409]
}



If we sort the structures by their calculated energies, the order from most to least stable is *y*, *x*, *w*.